{
  "formula": "C31H57N3O18",
  "method": "wB97M-V/def2-TZVPD",
  "elements": ["C", "O", "O", "H", "H", "H", "H", "H", "H", "O", "C", "C", "H", "H", "C", "O", "C", "C", "C", "H", "C", "H", "H", "O", "H", "C", "H", "H", "C", "O", "O", "H", "H", "H", "H", "H", "H", "N", "H", "H", "H", "H", "C", "O", "C", "H", "H", "H", "H", "C", "C", "H", "H", "C", "C", "C", "C", "H", "H", "N", "H", "H", "C", "C", "C", "O", "H", "O", "H", "H", "C", "O", "H", "H", "C", "H", "H", "O", "H", "C", "H", "H", "H", "O", "O", "O", "O", "N", "H", "H", "H", "C", "O", "H", "H", "H", "C", "H", "H", "C", "C", "C", "H", "H", "H", "H", "C", "C", "O"],
  "xyz": [[1.300, -1.204, 0.121], [0.132, 3.844, -4.957], [-2.218, 1.986, 5.162], [-2.403, 0.066, 6.598], [-0.839, -0.798, 6.331], [-5.146, -1.741, 1.499], [-1.163, 4.366, -2.295], [-4.744, -0.121, -2.092], [1.621, -4.241, 1.332], [-1.023, -5.386, -1.492], [-4.081, -0.025, 0.818], [4.514, 0.500, 4.194], [-1.197, -1.085, -0.868], [-3.758, -0.334, -0.127], [-2.120, -4.763, -2.034], [-0.916, 2.514, -3.232], [5.047, -0.348, -1.118], [3.873, 1.171, -2.610], [1.947, 4.359, 1.932], [0.973, 0.893, -1.639], [-4.854, -2.131, -2.013], [-2.661, 2.548, 1.949], [-2.035, -1.309, 2.286], [4.958, 0.350, -2.382], [-1.162, 1.021, -7.213], [-0.652, 2.759, -4.575], [-5.076, 0.460, 0.795], [0.471, -5.022, 2.304], [-0.479, -4.959, -0.320], [3.261, -0.022, 4.581], [1.965, -1.814, 0.930], [5.130, 2.610, 6.641], [4.176, -0.914, -0.849], [2.548, 0.940, 2.465], [-1.267, 2.681, -7.169], [-2.347, -1.631, 6.216], [-1.284, 3.105, 3.000], [-5.022, -3.029, -1.359], [-0.033, -1.671, -3.098], [4.652, 0.916, 6.535], [-2.579, -1.247, -2.518], [3.671, 2.945, 2.235], [-1.957, 0.828, 4.406], [3.069, 1.648, -1.578], [-0.558, 3.448, -2.242], [-3.041, 0.073, -3.346], [0.464, 3.564, -2.133], [1.615, 1.599, -3.704], [-2.729, -4.328, -1.274], [-4.680, -0.889, -2.850], [4.650, -1.106, 2.458], [-3.256, -2.660, -4.435], [-0.621, -0.019, -3.471], [-3.190, -1.597, -4.624], [-4.230, -1.201, 1.801], [-0.501, -0.301, -0.693], [-3.073, -2.857, 3.053], [-2.682, -5.372, -2.716], [-3.399, 0.709, 1.272], [-3.049, -3.635, 3.828], [0.898, -0.449, -3.833], [-2.691, -2.419, 1.096], [1.842, 1.791, 2.335], [0.221, -0.668, -3.088], [-1.884, -0.739, 6.048], [0.527, -5.714, 0.326], [0.309, 1.944, -6.893], [-1.166, 1.915, -5.436], [2.343, 2.002, -5.255], [1.494, 2.196, 3.269], [0.653, -0.177, -1.707], [5.192, 0.069, 3.131], [4.784, -1.993, 3.056], [-0.954, 2.948, -1.312], [2.642, 2.971, 1.701], [5.290, 0.400, -0.316], [-2.281, -1.509, -5.214], [-1.692, 1.028, 3.072], [-5.511, -0.693, -3.587], [-2.932, -1.902, 2.027], [2.954, 2.726, 0.661], [5.040, -1.273, 1.463], [-1.780, -3.909, -2.592], [-1.900, -0.447, 4.702], [-0.974, -3.718, 0.284], [1.613, -0.985, -1.157], [3.648, 1.501, -3.855], [-0.369, 4.592, 0.710], [1.724, 4.429, 2.961], [2.521, 5.285, 1.800], [5.853, -1.087, -1.050], [-1.687, 2.261, 2.422], [0.173, -0.655, 0.421], [3.643, 2.277, 5.877], [-0.962, 0.662, -0.617], [-1.027, 2.069, 1.576], [0.646, 4.476, 1.218], [-4.563, -0.772, 2.795], [-3.899, -1.300, -5.334], [-0.761, 1.905, -6.752], [4.582, 1.885, 6.034], [2.450, 2.098, -4.171], [1.123, 1.365, 1.665], [1.781, -5.888, 2.032], [3.569, -1.139, 2.438], [2.412, 3.108, -3.825], [-3.277, -0.969, -3.285], [1.162, -5.159, 1.517], [5.232, 1.521, 4.888]],
  "lowdin_charge": [-0.571, -0.038, -0.060, 0.111, 0.112, 0.115, 0.111, 0.097, 0.053, 0.000, -0.082, -0.347, 0.111, 0.019, -0.080, -0.058, -0.043, -0.369, -0.155, 0.137, -0.220, 0.105, 0.125, -0.002, 0.101, -0.396, 0.092, 0.080, -0.230, -0.058, 0.129, 0.104, 0.067, 0.059, 0.074, 0.063, 0.093, 0.175, 0.068, 0.107, 0.087, 0.125, -0.369, -0.056, -0.067, 0.098, 0.062, 0.061, 0.059, -0.164, -0.015, 0.076, 0.090, -0.085, -0.245, -0.116, -0.283, 0.102, 0.047, 0.172, 0.049, 0.098, -0.070, 0.017, -0.036, -0.018, 0.104, 0.006, 0.111, 0.078, -0.314, 0.007, 0.098, 0.085, -0.211, 0.109, 0.075, -0.060, 0.152, -0.208, 0.087, 0.077, 0.078, 0.013, -0.101, 0.114, 0.039, 0.168, 0.090, 0.119, 0.096, -0.104, 0.099, 0.068, 0.123, 0.055, -0.195, 0.128, 0.063, -0.038, -0.104, -0.063, 0.045, 0.098, 0.056, 0.098, -0.310, -0.018, -0.033],
  "e_homo_ev": -10.03,
  "fmax_ev_per_a": 9.030,
  "molar_mass_g_mol": 759.8,
  "smiles": "C[C@H]1COC(=O)O1.COC(=O)OC.COC(=O)OC.COC(=O)OC.COC(=O)OC.COC(=O)OC.CCCC#N.CCCC#N.CCCC#N"
}

---

{
  "formula": "C31H57N5RhSSi4",
  "method": "wB97M-V/def2-TZVPD",
  "elements": ["H", "H", "Si", "H", "N", "C", "C", "H", "C", "H", "C", "H", "H", "H", "H", "H", "C", "H", "C", "H", "H", "Si", "Si", "H", "H", "C", "H", "C", "N", "H", "C", "C", "C", "C", "H", "H", "C", "H", "Si", "S", "H", "H", "H", "C", "H", "N", "H", "H", "H", "C", "C", "C", "H", "H", "H", "C", "C", "C", "H", "C", "H", "H", "H", "H", "H", "C", "H", "C", "H", "N", "H", "H", "H", "C", "C", "H", "Rh", "H", "H", "H", "N", "C", "H", "H", "H", "H", "H", "H", "C", "H", "H", "H", "H", "C", "C", "C", "C", "H", "H"],
  "xyz": [[0.961, 1.062, -3.954], [-1.914, -0.228, 4.020], [0.858, -1.220, -2.663], [-3.203, 5.443, 0.176], [0.995, 1.896, 0.064], [4.529, -0.156, 2.917], [2.155, 4.002, -0.430], [-1.177, 1.287, 3.467], [1.353, 0.040, -4.056], [-1.861, -3.780, -0.283], [-0.907, 3.061, -0.073], [-4.198, -2.302, -2.743], [5.848, -0.719, -1.726], [-4.685, -1.091, 1.129], [-2.494, 0.475, -4.045], [5.203, -1.028, 3.063], [2.048, -2.655, -2.679], [-0.162, -5.398, 2.801], [-0.092, -4.038, 0.988], [4.537, 0.084, 1.847], [3.246, 4.279, -0.336], [-3.700, 0.009, -1.768], [-2.698, 0.351, 1.762], [-1.298, 4.614, 1.199], [-2.814, 2.797, 2.403], [-4.042, -0.972, 1.999], [-4.178, 2.323, 1.330], [3.804, -0.478, -1.062], [-1.578, 4.171, 0.303], [-1.369, 6.880, -0.593], [3.430, -2.971, 3.078], [2.943, 1.683, -1.242], [-3.497, 1.997, 2.138], [3.234, -4.249, 2.573], [1.888, 0.946, 2.192], [4.863, 0.719, 3.499], [1.625, -2.069, 1.726], [3.908, -5.067, 2.881], [-1.574, 0.410, -0.442], [-1.280, 2.263, -1.665], [-5.464, -1.676, -1.631], [-0.687, -2.384, -0.425], [4.119, -2.852, 3.922], [-1.141, -3.168, 0.281], [-4.324, 0.194, -4.118], [2.746, 0.348, -0.929], [3.121, -2.370, -2.835], [-0.578, -0.291, 2.875], [-0.382, -2.728, -4.150], [4.033, 2.109, -1.944], [-4.340, -1.780, -1.798], [-2.457, 4.980, -0.526], [1.623, 4.402, 0.432], [-2.983, 4.243, -1.168], [-4.693, -0.572, 2.863], [-0.791, -4.695, 2.214], [3.063, -0.587, 3.329], [4.981, -0.063, -1.660], [-1.230, -2.490, -2.660], [-4.933, 1.255, -1.023], [0.188, -4.813, 0.282], [4.098, 3.129, -2.298], [1.869, -5.485, 1.393], [6.065, 1.626, -2.479], [2.517, 1.470, 3.782], [2.001, 2.522, -0.518], [-2.375, 6.592, -2.013], [-3.459, 0.626, -3.547], [-3.997, -2.398, -0.963], [0.088, 2.666, 0.719], [-1.662, -5.161, 1.736], [-5.445, 0.857, -0.142], [-4.366, 2.159, -0.763], [1.232, -3.491, 1.441], [2.705, -1.872, 2.692], [3.117, -0.834, 4.429], [0.807, -0.083, -0.421], [-0.848, 5.752, -1.886], [-3.675, -1.962, 2.336], [-3.624, 1.755, -3.606], [1.124, -1.135, 1.014], [-1.457, 0.273, 3.134], [-4.147, 1.774, 2.999], [1.766, 4.462, -1.332], [3.793, -1.399, -0.470], [-1.762, -2.547, 0.946], [-5.620, 1.454, -1.871], [2.443, 0.081, -4.153], [2.094, 0.624, 3.239], [1.109, 0.378, 3.704], [1.768, -3.413, -3.442], [0.949, -0.351, -5.004], [-1.357, -1.310, -3.922], [2.135, -4.436, 1.732], [-1.725, 6.101, -1.273], [-0.646, -1.957, -3.389], [5.122, 1.254, -2.099], [1.997, -3.233, -1.721], [-1.212, -3.919, 2.887]],
  "lowdin_charge": [0.004, 0.042, 0.422, 0.120, -0.226, -0.056, -0.037, 0.037, -0.219, 0.075, -0.739, 0.015, 0.089, -0.007, 0.001, 0.066, -0.243, 0.079, -0.371, 0.066, 0.092, 0.368, 0.362, 0.153, 0.012, -0.216, 0.006, -0.175, -0.038, 0.063, -0.099, -0.263, -0.240, -0.092, 0.052, 0.069, -0.261, 0.098, 0.255, 0.614, 0.038, 0.012, 0.112, -0.100, 0.031, -0.088, 0.023, -0.023, 0.035, -0.064, -0.236, -0.286, 0.065, 0.076, 0.051, -0.063, -0.364, -0.119, -0.006, -0.239, 0.120, 0.102, 0.130, 0.090, 0.066, -0.292, 0.065, -0.277, -0.002, -0.034, 0.070, 0.016, -0.003, -0.152, -0.167, 0.137, 0.724, 0.079, 0.021, 0.032, -0.066, -0.238, 0.025, 0.073, 0.117, 0.047, 0.029, 0.008, -0.075, 0.058, 0.022, 0.014, 0.010, -0.115, -0.099, -0.270, -0.102, 0.025, 0.082],
  "e_homo_ev": [-2.12, -4.00],
  "multiplicity": 5,
  "charge": -1,
  "fmax_ev_per_a": 3.752,
  "molar_mass_g_mol": 747.1
}